ORCA calculation (wB97M-V/def2-TZVPD) on a single C3H11NSi2 molecule.

XYZ file:
```
17
Properties=species:S:1:pos:R:3:forces:R:3
C 2.146584 -0.007917 -0.102896 1.348 0.695 0.045
C 0.891076 -0.702413 -0.851235 2.614 -0.777 0.549
C 1.745393 0.850709 1.102426 -2.040 0.557 3.650
N 0.003819 -1.541505 -0.058532 4.440 2.021 -2.582
Si -1.428138 -1.113337 0.473465 -5.477 -0.871 2.699
Si -2.641192 0.819161 0.049769 -0.864 -0.494 -0.413
H 3.075698 -0.609817 0.180683 -1.596 0.132 -0.692
H 2.533922 0.790809 -0.811559 -0.326 -1.318 0.264
H 0.414878 0.235419 -1.238540 -0.602 -1.073 0.106
H 1.310438 -1.281823 -1.735798 -0.681 0.720 0.843
H 1.819881 1.930974 0.979544 0.197 0.002 -0.674
H 0.630434 0.720119 1.307924 1.140 0.044 -0.259
H 2.140359 0.810540 2.258882 -0.253 -0.933 -3.043
H -2.111942 -2.308440 1.234117 0.690 1.196 -0.601
H -3.843881 0.358311 -0.699000 -0.175 -0.214 0.395
H -1.943634 1.231788 -1.172420 0.572 0.829 0.148
H -3.294207 1.826250 1.032014 1.015 -0.515 -0.435
```
Forces are in eV/Å.

Results
Kohn-Sham gap (spin up / spin down) = 6.51 / 7.25 eV
HOMO level (spin up / spin down) = -5.77 / -10.03 eV
2S+1 = 3
total energy = -754.4017 Eh
<S²> = 2.0092
lowest unoccupied orbital energy (spin up / spin down) = 0.74 / -2.78 eV

ORCA calculation (wB97M-V/def2-TZVPD) on a single C2H3ClF2O molecule.

XYZ file:
```
9
Properties=species:S:1:pos:R:3:forces:R:3
C -0.894586 -0.729912 -0.350232 -1.993 -1.762 0.232
C 1.083067 0.592575 0.355901 0.786 -3.041 4.731
O 0.099551 -0.609386 0.597627 2.947 2.993 -1.227
F 0.408264 1.601370 -0.056093 -0.481 1.221 -1.253
F 2.067043 0.209349 -0.475657 -0.882 0.230 -0.342
Cl -2.295087 0.389060 0.011335 -0.047 0.174 -0.086
H -0.731139 -0.562901 -1.482130 0.413 -0.512 2.041
H -1.373694 -1.748384 -0.025383 1.051 1.703 -1.466
H 1.636584 0.858227 1.424629 -1.793 -1.007 -2.629
```
Forces are in eV/Å.

Results
Kohn-Sham gap = 11.53 eV
HOMO level = -10.64 eV
2S+1 = 1
total energy = -813.1254 Eh
lowest unoccupied orbital energy = 0.89 eV
SMILES string = FC(F)OCCl

ORCA calculation (wB97M-V/def2-TZVPD) on 10 unconnected molecules or ions with the total composition C57H55BI2N10O20Si.

XYZ file:
```
146
Properties=species:S:1:pos:R:3:forces:R:3
C -0.601736 4.667516 -0.325924 0.068 0.086 -0.391
C -0.755804 3.246080 0.169297 -0.047 -0.034 0.013
O -0.607880 3.188541 1.599431 -0.405 -0.114 -0.224
B 0.514603 3.663902 2.170603 0.073 0.206 0.506
O 1.735293 3.091192 1.897467 0.088 0.450 -0.772
Si 0.365802 5.261906 3.448074 -0.059 -0.380 -0.020
I -1.997853 5.648882 3.916945 0.010 0.081 0.007
I 1.544499 4.721512 5.520849 0.029 0.078 -0.004
C 1.091535 6.816441 2.688866 -0.097 0.175 0.169
N 1.100853 7.946794 3.620665 0.009 0.093 -0.117
H 0.446603 4.945589 -0.454518 0.083 -0.045 0.057
H -1.080014 4.742024 -1.303378 0.069 0.132 -0.083
H -1.076438 5.399628 0.323935 -0.171 -0.129 0.070
H -1.748246 2.865296 -0.064858 -0.080 -0.027 0.161
H -0.032494 2.596845 -0.326639 0.080 -0.084 0.095
H 2.405249 3.780835 1.801539 0.278 -0.344 0.480
H 0.526687 6.998833 1.767527 0.034 0.047 -0.155
H 2.115597 6.583345 2.393521 0.114 -0.034 0.014
H 1.793030 8.634107 3.350021 -0.009 -0.032 -0.022
H 0.205371 8.420246 3.609720 -0.026 -0.097 0.104
C -0.239105 -0.095609 0.582055 0.107 -0.033 -0.078
C -0.864668 -1.156145 -0.059968 0.242 0.134 0.606
C -0.143221 -1.965226 -0.923052 0.088 -0.142 0.068
C 1.200853 -1.702831 -1.105975 0.106 -0.084 -0.163
C 1.847856 -0.655394 -0.477393 0.049 0.167 0.011
C 1.108675 0.165987 0.359674 0.040 -0.070 0.156
N 1.968725 -2.584292 -2.011646 0.201 -0.002 0.104
O 1.371327 -3.483763 -2.561576 -0.032 -0.026 -0.089
O 3.165671 -2.376475 -2.148137 -0.354 0.060 0.071
H -0.795001 0.543146 1.256828 -0.038 -0.010 -0.017
H -1.915352 -1.351819 0.102699 0.321 0.061 0.201
H -0.607202 -2.792203 -1.438796 0.055 0.018 0.050
H 2.900230 -0.485168 -0.646172 0.037 -0.026 -0.018
H 1.577046 0.999844 0.866526 0.054 -0.009 -0.058
C -5.529590 2.065894 -2.572087 -0.003 0.077 -0.140
C -5.258888 2.984657 -3.578808 -0.021 -0.023 0.053
C -4.730477 4.230607 -3.268830 0.039 -0.005 -0.094
C -4.473797 4.512256 -1.942787 -0.044 0.142 -0.028
C -4.748309 3.618845 -0.923799 -0.018 -0.080 0.163
C -5.282833 2.388226 -1.246137 0.000 -0.034 -0.091
N -3.813937 5.780635 -1.572244 0.434 -0.585 -0.083
O -3.599083 6.611145 -2.431103 -0.259 -0.036 0.184
O -3.429196 5.843438 -0.418145 -0.106 0.615 0.002
H -5.937216 1.094868 -2.818189 -0.032 -0.006 -0.005
H -5.452285 2.731074 -4.612217 -0.014 0.002 -0.019
H -4.492139 4.953634 -4.033984 0.030 0.030 0.007
H -4.540337 3.888354 0.100218 0.021 0.013 0.001
H -5.497091 1.677194 -0.465584 0.000 -0.026 0.033
C -1.060173 -1.125124 -6.241300 0.010 0.019 -0.013
C -1.262514 -2.239961 -5.439182 -0.017 -0.026 0.028
C -1.770650 -2.092952 -4.159418 0.080 -0.126 -0.005
C -2.062115 -0.818972 -3.712732 -0.079 0.045 0.277
C -1.874520 0.305778 -4.489682 -0.021 0.068 -0.143
C -1.364800 0.143921 -5.767151 0.001 0.008 -0.030
N -2.599191 -0.646239 -2.350180 -0.193 0.039 -0.305
O -2.773073 -1.644690 -1.675491 -0.806 0.033 -0.766
O -2.836469 0.486677 -1.972271 0.152 -0.197 0.112
H -0.664284 -1.255464 -7.239440 0.014 -0.008 -0.009
H -1.021299 -3.222617 -5.815380 0.029 -0.028 -0.011
H -1.933699 -2.943332 -3.514957 -0.022 -0.009 -0.005
H -2.122115 1.280560 -4.102144 -0.135 -0.052 -0.026
H -1.208265 1.013743 -6.391051 0.010 0.003 -0.017
C 2.008719 -1.243463 5.584493 0.010 0.016 0.004
C 2.063862 0.139061 5.471204 -0.024 -0.029 -0.054
C 2.571775 0.902902 6.508138 -0.033 0.089 -0.119
C 3.014789 0.256849 7.643519 0.072 0.089 0.122
C 2.970199 -1.115208 7.782247 0.003 -0.177 0.070
C 2.460928 -1.868295 6.738635 -0.028 -0.027 -0.043
N 3.560121 1.065877 8.753703 -0.009 -0.012 -0.001
O 3.572097 2.272962 8.618217 0.014 -0.091 0.034
O 3.965276 0.473349 9.735622 -0.031 0.074 -0.065
H 1.610084 -1.835824 4.771767 -0.010 -0.007 -0.011
H 1.710868 0.630498 4.574374 -0.004 0.006 -0.016
H 2.621431 1.977704 6.433803 0.017 0.019 0.051
H 3.322798 -1.581488 8.689570 0.015 0.041 0.034
H 2.411888 -2.944000 6.833043 -0.025 -0.015 0.001
C -8.347324 -2.528845 3.243543 -0.003 0.005 -0.001
C -8.243485 -1.221013 3.696754 -0.009 -0.033 0.034
C -8.059093 -0.185618 2.796382 0.003 0.055 0.113
C -7.983652 -0.491841 1.452490 0.017 0.118 -0.111
C -8.082662 -1.782956 0.974568 0.003 -0.104 -0.068
C -8.265628 -2.808485 1.886445 -0.004 -0.040 0.024
N -7.789763 0.608722 0.486576 -0.040 -0.013 0.046
O -7.677148 1.733987 0.928829 -0.021 -0.034 -0.007
O -7.749750 0.325360 -0.695271 -0.004 -0.033 0.029
H -8.492764 -3.333666 3.951259 0.003 -0.011 0.010
H -8.306152 -1.003999 4.753861 0.000 -0.003 0.015
H -7.974184 0.839140 3.123664 0.002 0.026 -0.027
H -8.014865 -1.974453 -0.085151 -0.002 0.032 -0.025
H -8.344035 -3.827642 1.534632 -0.004 -0.016 0.001
C 2.280940 1.975760 -3.722056 -0.014 0.023 -0.040
C 1.015085 1.904154 -3.162284 0.025 -0.107 0.021
C 0.010730 2.742258 -3.608792 -0.132 0.112 0.179
C 0.303441 3.650361 -4.606960 -0.105 0.088 -0.020
C 1.556030 3.741450 -5.181781 0.119 0.024 -0.060
C 2.551231 2.891102 -4.729565 0.055 -0.002 -0.028
N -0.757531 4.567064 -5.073187 -0.002 0.066 -0.006
O -1.832689 4.521295 -4.505002 0.067 -0.085 -0.040
O -0.492552 5.314763 -5.992091 -0.036 -0.080 0.066
H 3.058686 1.312273 -3.378713 0.128 -0.095 0.057
H 0.802736 1.188325 -2.380314 -0.019 -0.066 0.050
H -0.982138 2.690612 -3.184140 0.058 0.158 0.026
H 1.743127 4.466428 -5.958980 -0.035 0.020 -0.012
H 3.540751 2.945468 -5.163713 -0.009 -0.003 0.004
C 3.388873 -4.433799 13.280391 -0.002 0.003 -0.004
C 3.505927 -4.725911 11.928579 0.036 -0.016 0.025
C 2.525162 -4.316268 11.041518 0.083 -0.070 -0.072
C 1.442606 -3.617439 11.536240 -0.112 0.069 -0.109
C 1.301197 -3.314585 12.875037 -0.036 0.042 0.116
C 2.288647 -3.731435 13.751538 0.028 -0.011 0.035
N 0.398169 -3.164288 10.593358 0.030 0.055 -0.015
O 0.539427 -3.446893 9.418580 -0.018 0.012 0.067
O -0.532402 -2.530084 11.046228 0.045 -0.080 -0.055
H 4.159535 -4.752705 13.968893 0.009 -0.007 0.010
H 4.363362 -5.272678 11.561830 0.015 -0.007 0.000
H 2.592307 -4.532995 9.986548 -0.028 0.014 -0.023
H 0.438827 -2.763034 13.216058 -0.024 0.014 -0.027
H 2.198504 -3.503126 14.804283 0.004 0.002 0.016
C 1.274964 -8.866231 -7.797192 -0.002 0.006 0.002
C 1.552982 -7.876138 -6.864962 0.016 -0.047 0.010
C 1.162172 -6.569195 -7.101256 0.069 0.018 0.110
C 0.495722 -6.287152 -8.276929 -0.051 0.146 -0.030
C 0.207517 -7.251734 -9.221398 -0.038 -0.068 -0.103
C 0.605407 -8.554054 -8.972289 0.008 -0.046 -0.002
N 0.069984 -4.897134 -8.534876 0.018 0.032 0.022
O 0.347537 -4.058153 -7.695640 -0.048 -0.048 -0.079
O -0.531210 -4.668987 -9.563378 0.039 0.001 0.070
H 1.581676 -9.885760 -7.607081 0.007 -0.014 0.001
H 2.076306 -8.119700 -5.951030 0.005 -0.005 0.014
H 1.370665 -5.781489 -6.393801 -0.015 0.035 0.006
H -0.314498 -6.983904 -10.126999 -0.013 0.035 -0.003
H 0.391250 -9.325533 -9.698532 -0.002 -0.015 -0.006
C 6.085499 -1.435902 -4.426875 0.002 0.000 -0.021
C 7.155746 -1.028704 -5.211830 -0.023 -0.043 -0.015
C 7.859911 0.120148 -4.890678 0.047 -0.038 -0.109
C 7.470389 0.837191 -3.777591 0.081 0.117 0.042
C 6.413404 0.450900 -2.977972 -0.141 0.005 0.095
C 5.712675 -0.696810 -3.312632 -0.017 0.037 0.011
N 8.210764 2.067930 -3.427721 -0.032 -0.003 0.016
O 9.125767 2.400484 -4.153788 -0.052 -0.006 0.068
O 7.854429 2.674371 -2.435851 0.059 -0.026 -0.098
H 5.536070 -2.332682 -4.679672 -0.012 -0.011 -0.006
H 7.444758 -1.605283 -6.079511 0.003 -0.014 -0.012
H 8.692466 0.458973 -5.487829 0.019 0.028 0.013
H 6.148728 1.043867 -2.115006 0.026 0.016 -0.001
H 4.874453 -1.016730 -2.710236 0.038 -0.016 0.011
```
Forces are in eV/Å.

Results
Kohn-Sham gap = 8.21 eV
HOMO level = -9.03 eV
2S+1 = 1
total energy = -5166.5028 Eh
lowest unoccupied orbital energy = -0.83 eV
SMILES string = O=[N+]([O-])c1ccccc1.O=[N+]([O-])c1ccccc1.O=[N+]([O-])c1ccccc1.O=[N+]([O-])c1ccccc1.O=[N+]([O-])c1ccccc1.O=[N+]([O-])c1ccccc1.O=[N+]([O-])c1ccccc1.O=[N+]([O-])c1ccccc1.O=[N+]([O-])c1ccccc1.CCOB(O)[Si](I)(I)CN

| no. | F_max (eV/A) |
| --- | --- |
| 1 | 6.17 |
| 2 | 5.68 |
| 3 | 1.11 |